This record from OMol25 describes 2 unconnected molecules or ions with the total composition C5H3N. The level of theory is wB97M-V/def2-TZVPD.

Geometry as ORCA input:
```
! wB97M-V def2-TZVPD RIJCOSX def2/J DEFGRID3
* xyz 0 1
C -0.1886 0.9887 2.3478
C -0.1334 -1.8092 -1.2658
C -0.0743 1.7719 -2.0534
C 0.4632 0.4613 1.4988
C -0.1049 -0.6443 -1.5601
N -0.1018 0.6192 -1.8484
H -0.7489 1.4675 3.0930
H -0.1359 -2.8192 -0.9800
H 1.0246 -0.0360 0.7682
*
```

Computed properties:
* E_LUMO: 0.64 eV
* E_HOMO: -10.673 eV
* gap between HOMO and LUMO: 0.416 hartree
* molar mass: 77.1 g/mol
* energy relative to the best compared isomer or geometry (same formula, charge and spin): 294.6 kJ/mol



This record from OMol25 describes a single C5H3N molecule. The level of theory is wB97M-V/def2-TZVPD.

Geometry as ORCA input:
```
! wB97M-V def2-TZVPD RIJCOSX def2/J DEFGRID3
* xyz 0 1
C -0.9227 0.1761 0.4335
C -2.1640 0.4929 0.0153
C -3.3465 0.2675 -0.3063
C 0.1183 -0.4490 -0.4626
C -0.2592 -1.7607 -0.0960
N -0.4626 -2.7655 0.3861
H -0.8017 0.5492 1.4443
H -0.0828 -0.4932 -1.5771
H 1.2561 -0.2683 -0.3329
*
```

Computed properties:
* E_LUMO: -1.94 eV
* E_HOMO: -10.475 eV
* gap between HOMO and LUMO: 0.314 hartree
* molar mass: 77.1 g/mol
* energy relative to the best compared isomer or geometry (same formula, charge and spin): 334.4 kJ/mol



This record from OMol25 describes a molecular structure, C5H3N. The level of theory is wB97M-V/def2-TZVPD.

Geometry as ORCA input:
```
! wB97M-V def2-TZVPD RIJCOSX def2/J DEFGRID3
* xyz 0 1
C -1.0555 1.1568 0.1059
C -1.1131 -0.0879 0.6270
C 0.3890 -0.4224 -0.5390
C 0.4815 1.0191 -0.1817
C -0.5573 -1.3078 0.4152
N 0.0204 -1.3733 -1.1837
H 0.7808 1.8267 -0.8714
H 1.2246 1.3695 0.7039
H -0.1704 -2.1808 0.9238
*
```

Computed properties:
* E_LUMO: -0.17 eV
* E_HOMO: -9.152 eV
* gap between HOMO and LUMO: 0.330 hartree
* molar mass: 77.1 g/mol
* energy relative to the best compared isomer or geometry (same formula, charge and spin): 547.0 kJ/mol



This record from OMol25 describes 2 unconnected molecules or ions with the total composition C5H3N. The level of theory is wB97M-V/def2-TZVPD.

Geometry as ORCA input:
```
! wB97M-V def2-TZVPD RIJCOSX def2/J DEFGRID3
* xyz 0 1
C -2.4977 -0.0528 0.0505
C 0.8902 0.3674 -0.8480
C 0.8206 0.5203 0.7018
C 0.9293 -0.8610 0.0524
C -0.2459 -0.0790 -0.0827
N -3.6266 -0.0425 0.1308
H 1.2442 0.8573 -1.7207
H 1.1281 1.1255 1.5205
H 1.3578 -1.8352 0.1955
*
```

Computed properties:
* E_LUMO: -1.76 eV
* E_HOMO: -10.181 eV
* gap between HOMO and LUMO: 0.310 hartree
* molar mass: 77.1 g/mol
* energy relative to the best compared isomer or geometry (same formula, charge and spin): 646.4 kJ/mol



This record from OMol25 describes a single C5H3N3 molecule. The level of theory is wB97M-V/def2-TZVPD.

Geometry as ORCA input:
```
! wB97M-V def2-TZVPD RIJCOSX def2/J DEFGRID3
* xyz 0 1
C -0.5655 -0.6911 1.2015
C -0.7167 -1.3500 -0.2408
C 0.2598 0.5646 -0.2329
C 0.9569 1.6044 -0.9153
C 1.5782 2.3403 -1.6382
H -1.5095 -1.8554 2.4063
H -0.9596 -2.3762 -0.4235
H 1.9464 2.8978 -2.4502
N -0.9124 -1.0334 2.3724
N -0.2805 -0.5358 -1.1011
N 0.2028 0.4348 1.0218
*
```

Computed properties:
* E_LUMO: -1.22 eV
* E_HOMO: -10.316 eV
* gap between HOMO and LUMO: 0.334 hartree
* molar mass: 105.1 g/mol
* energy relative to the best compared isomer or geometry (same formula, charge and spin): 255.5 kJ/mol



This record from OMol25 describes a single C5H3NO molecule. The level of theory is wB97M-V/def2-TZVPD.

Geometry as ORCA input:
```
! wB97M-V def2-TZVPD RIJCOSX def2/J DEFGRID3
* xyz 0 1
N 3.1433 -0.7222 -0.0441
C 2.0239 -0.4396 -0.0688
C 0.6608 -0.0711 -0.0989
C 0.1142 1.1339 0.1907
O -1.2017 1.1708 0.0058
C -1.5885 -0.1066 -0.1211
C -0.4976 -0.8704 -0.1996
H 0.4728 2.0389 0.6094
H -2.6491 -0.2128 -0.0403
H -0.4781 -1.9209 -0.2331
*
```

Computed properties:
* E_LUMO: 0.73 eV
* E_HOMO: -9.573 eV
* gap between HOMO and LUMO: 0.379 hartree
* molar mass: 93.1 g/mol
* energy relative to the best compared isomer or geometry (same formula, charge and spin): 45.7 kJ/mol



This record from OMol25 describes a single C5H3NO molecule. The level of theory is wB97M-V/def2-TZVPD.

Geometry as ORCA input:
```
! wB97M-V def2-TZVPD RIJCOSX def2/J DEFGRID3
* xyz 0 1
N -3.1008 -0.1947 0.7730
C -1.9789 -0.1646 0.4855
C -0.6036 -0.1175 0.1237
C 0.1126 -1.1292 -0.4411
O 1.3706 -0.7249 -0.6874
C 1.4783 0.5568 -0.2449
C 0.3072 0.9803 0.2765
H -0.1373 -2.1592 -0.6705
H 2.4406 1.0281 -0.3786
H 0.1114 1.9249 0.7638
*
```

Computed properties:
* E_LUMO: 0.78 eV
* E_HOMO: -9.666 eV
* gap between HOMO and LUMO: 0.384 hartree
* molar mass: 93.1 g/mol
* energy relative to the best compared isomer or geometry (same formula, charge and spin): 1.6 kJ/mol



This record from OMol25 describes a single C5H3NO molecule. The level of theory is wB97M-V/def2-TZVPD.

Geometry as ORCA input:
```
! wB97M-V def2-TZVPD RIJCOSX def2/J DEFGRID3
* xyz 0 1
C -1.6370 -1.8209 0.4975
C -0.7375 -1.3789 -0.1714
C 0.2176 0.6293 -0.8365
C 0.2682 -0.6829 -0.9126
O 1.7331 0.5588 1.2352
N 1.2075 1.6228 1.0631
C 0.3958 1.7385 -0.1711
H -2.4377 -2.1947 1.0954
H 1.0316 -1.2088 -1.4806
H -0.0201 2.7224 -0.3391
*
```

Computed properties:
* E_LUMO: -0.62 eV
* E_HOMO: -9.184 eV
* gap between HOMO and LUMO: 0.315 hartree
* molar mass: 93.1 g/mol
* energy relative to the best compared isomer or geometry (same formula, charge and spin): 515.4 kJ/mol



This record from OMol25 describes a single C5H3NO molecule. The level of theory is wB97M-V/def2-TZVPD.

Geometry as ORCA input:
```
! wB97M-V def2-TZVPD RIJCOSX def2/J DEFGRID3
* xyz 0 1
C 2.3343 -0.0226 -0.4970
C -1.6390 -0.4489 -0.0507
C 0.9201 0.2054 -0.9055
C 0.0310 0.1475 0.1127
C -2.0727 0.3157 0.9836
N 3.3546 -0.1058 0.0109
O -2.0871 -1.1423 -0.8928
H 0.7274 0.4654 -1.9587
H 0.2207 0.1433 1.1965
H -1.7893 0.4422 2.0010
*
```

Computed properties:
* E_LUMO: -1.95 eV
* E_HOMO: -9.900 eV
* gap between HOMO and LUMO: 0.292 hartree
* molar mass: 93.1 g/mol
* energy relative to the best compared isomer or geometry (same formula, charge and spin): 503.9 kJ/mol



This record from OMol25 describes a single C5H3NO molecule. The level of theory is wB97M-V/def2-TZVPD.

Geometry as ORCA input:
```
! wB97M-V def2-TZVPD RIJCOSX def2/J DEFGRID3
* xyz 0 1
C 2.7723 -0.2782 -0.1674
C 1.5643 -0.2567 0.1622
C 0.1144 -0.2102 0.1786
C -0.6815 0.8888 -0.0244
C -1.8806 0.2010 -0.0954
H 3.7819 -0.4004 -0.2004
H -0.5866 1.9298 0.0542
H -2.9266 0.5617 0.1222
N -0.4284 -1.3659 0.0646
O -1.7292 -1.0698 -0.0943
*
```

Computed properties:
* E_LUMO: 0.87 eV
* E_HOMO: -9.841 eV
* gap between HOMO and LUMO: 0.394 hartree
* molar mass: 93.1 g/mol
* energy relative to the best compared isomer or geometry (same formula, charge and spin): 322.0 kJ/mol



This record from OMol25 describes a single C5H3NO molecule. The level of theory is wB97M-V/def2-TZVPD.

Geometry as ORCA input:
```
! wB97M-V def2-TZVPD RIJCOSX def2/J DEFGRID3
* xyz 0 1
C 2.2311 -0.6776 -0.2173
C 2.0457 0.6180 0.0138
C 0.9592 -1.2518 0.0074
C -1.1685 0.0618 0.1429
C -2.4564 0.4263 -0.0329
N -0.1147 -0.6129 0.1762
O 1.4278 1.5740 0.2645
H 3.1943 -1.1670 -0.4993
H -3.0262 1.4307 -0.1277
H -3.0922 -0.4015 0.2726
*
```

Computed properties:
* E_LUMO: 0.16 eV
* E_HOMO: -8.252 eV
* gap between HOMO and LUMO: 0.309 hartree
* molar mass: 93.1 g/mol
* energy relative to the best compared isomer or geometry (same formula, charge and spin): 382.6 kJ/mol



This record from OMol25 describes a single C5H3NO2 molecule. The level of theory is wB97M-V/def2-TZVPD.

Geometry as ORCA input:
```
! wB97M-V def2-TZVPD RIJCOSX def2/J DEFGRID3
* xyz 0 1
C 1.8407 -0.2753 -0.0905
C 0.5461 0.1751 -0.0809
C -0.3054 1.3616 0.2236
C -1.6710 -0.2624 -0.0258
C -0.3557 -0.9556 -0.0635
H 2.0812 -1.2639 -0.2470
H 2.4196 0.7098 -0.1507
H -0.0925 2.3576 0.2051
N -1.5513 1.1920 0.0711
O -2.7851 -0.8742 -0.1128
O -0.1265 -2.1646 0.2715
*
```

Computed properties:
* E_LUMO: -1.57 eV
* E_HOMO: -10.016 eV
* gap between HOMO and LUMO: 0.310 hartree
* molar mass: 109.1 g/mol
* energy relative to the best compared isomer or geometry (same formula, charge and spin): 241.6 kJ/mol



> What is the molar mass in the eleventh record?

93.1 g/mol



> E_LUMO of number 6 (C5H3NO)?

0.73 eV



> Look up the energy relative to the best compared isomer or geometry (same formula, charge and spin) of the ninth one.

503.9 kJ/mol



> The highest E_HOMO belongs to which entry?

number 11